# C8H19AgO6S

A structure of composition C8H19AgO6S at a distorted geometry (wB97M-V/def2-TZVPD, the OMol25 dataset).

Output
- Electronic energy: -35700.7359 eV
- Energy above the lowest of the compared OMol25 structures with the same formula, charge and spin: 425.5 kJ/mol
- HOMO: 4.774 eV
- Kohn-Sham gap: 2.10 eV
- Net charge: -4

The geometry in XYZ format:
```
35
Properties=species:S:1:pos:R:3:forces:R:3
Ag 19.818 -11.231 -13.749 0.0 -0.4 0.2
S 19.171 -7.898 -16.744 -0.8 -1.6 -1.0
O 23.602 -10.841 -13.810 1.7 0.1 -0.8
O 26.639 -11.260 -12.589 -0.8 0.8 -0.3
O 16.756 -12.976 -15.347 -1.1 -0.4 1.0
O 19.127 -10.651 -10.277 -1.7 0.0 1.6
O 18.566 -9.112 -17.434 0.8 1.7 0.7
O 15.336 -14.298 -17.484 -1.3 -1.4 2.1
C 18.044 -10.861 -9.355 2.4 0.6 -2.9
C 18.183 -7.640 -15.207 1.1 -0.2 -0.5
C 14.902 -14.562 -16.116 2.2 2.9 -2.3
C 26.282 -10.797 -13.866 0.2 -2.4 1.5
C 18.619 -6.455 -17.714 -0.5 1.6 0.7
C 17.454 -12.230 -9.498 -0.6 -0.8 0.1
C 16.062 -14.151 -15.072 1.3 -0.5 -1.7
C 24.828 -11.003 -14.555 -2.1 0.6 1.6
H 26.880 -11.485 -14.464 0.4 -0.1 -1.6
H 19.266 -5.585 -17.603 1.3 -0.5 -0.4
H 16.769 -12.345 -10.339 -0.1 0.3 -0.2
H 18.181 -13.027 -9.659 0.4 0.2 0.3
H 16.750 -14.994 -15.129 0.9 -0.9 -0.8
H 17.231 -10.150 -9.505 -0.7 0.6 -0.3
H 17.818 -6.614 -15.169 -0.3 -0.3 0.2
H 24.787 -11.934 -15.120 0.4 -1.2 0.4
H 14.489 -15.558 -15.956 0.2 -0.9 0.4
H 14.099 -13.867 -15.874 -0.9 0.5 0.2
H 17.808 -5.903 -17.239 -1.1 -0.9 -0.1
H 26.707 -9.809 -14.045 -0.4 1.1 -0.2
H 17.462 -8.458 -15.215 -0.3 0.3 -0.1
H 18.913 -7.834 -14.422 -0.2 0.1 0.2
H 18.290 -10.668 -8.311 0.7 -0.2 0.8
H 16.886 -12.419 -8.587 -0.4 -0.5 0.3
H 15.795 -14.400 -14.045 -1.2 0.9 1.2
H 24.818 -10.353 -15.430 0.3 1.2 -0.5
H 18.412 -6.662 -18.764 0.1 -0.3 0.3
```
Positions in Å, forces in eV/Å.

How positive or negative is each atom? The Löwdin charges in e answer that:
1. Ag 0.6485
2. S 0.8219
3. O -0.4651
4. O -0.4994
5. O -0.3921
6. O -0.4500
7. O -0.5521
8. O -0.5301
9. C -0.5724
10. C -0.2376
11. C -0.4761
12. C -0.5100
13. C -0.2992
14. C -0.1752
15. C -0.5190
16. C -0.4534
17. H 0.0180
18. H 0.0276
19. H 0.0563
20. H 0.0558
21. H 0.0345
22. H 0.0484
23. H 0.0291
24. H 0.0320
25. H 0.0231
26. H 0.0236
27. H 0.0201
28. H 0.0253
29. H 0.0618
30. H 0.0321
31. H 0.0440
32. H 0.0295
33. H 0.0320
34. H 0.0228
35. H 0.0454